Entry 1:
A structure of composition C4H11Cl2Ti2 at a distorted geometry. Source: the OMol25 dataset; level of theory: ωB97M-V with the def2-TZVPD basis set.

Net charge = -2
HOMO-LUMO gap (alpha / beta) = 3.8 / 4.6 eV
DFT total energy = -2778.14537 Eh
Highest occupied orbital energy (alpha / beta) = 1.538 / 0.746 eV
LUMO (alpha / beta) = 5.34 / 5.35 eV
2S+1 = 4
Expectation value of S² = 3.764

Last column: Mulliken charge in e.
Geometry (Å):
H: 0.172 2.121 -4.707  0.173
H: 1.500 2.253 1.758  0.272
H: -2.296 1.663 -1.704  0.125
C: -0.086 -0.784 -4.039  -0.939
H: -0.653 3.047 -3.455  0.227
C: -1.789 0.715 -1.969  -0.630
Cl: 0.460 -1.759 0.590  -0.516
H: -0.003 -0.346 -5.046  0.185
H: 0.754 -1.478 -3.907  0.257
H: 0.072 1.234 2.140  0.257
H: 0.226 1.916 0.478  0.165
H: -2.357 -0.239 -1.878  0.125
H: -1.007 -1.367 -4.027  0.210
C: 0.796 1.537 1.326  -1.015
H: 1.101 2.788 -3.339  0.239
C: 0.143 2.323 -3.621  -0.977
Cl: 3.760 -0.076 0.722  -0.563
Ti: 1.710 -0.218 1.482  0.379
Ti: 0.031 0.600 -2.556  0.027

Entry 2:
The ion C5H13N2O with charge +1 at a distorted geometry. Source: the OMol25 dataset; level of theory: ωB97M-V with the def2-TZVPD basis set.

Net charge = +1
HOMO-LUMO gap = 9.2 eV
SMILES string = N/C=C(\[NH3+])CCCO
DFT total energy = -382.78111 Eh
Highest occupied orbital energy = -12.441 eV
LUMO = -3.28 eV
ΔE to the lowest compared entry with this formula, charge and spin = 211.4 kJ/mol

Last column: Mulliken charge in e.
Geometry (Å):
H: 0.889 -0.817 -1.329  0.335
H: -1.405 -0.347 -0.332  0.300
H: -1.223 -2.166 -1.818  0.328
H: 0.477 -3.364 -0.704  0.335
O: -1.172 -2.051 -0.851  -0.632
C: 0.053 0.939 0.394  -0.111
H: 0.278 4.188 0.012  0.230
C: 0.037 -2.493 -0.230  -0.402
C: 0.552 2.191 0.204  0.012
H: -0.278 -2.742 0.782  0.280
N: -1.337 0.502 0.297  -0.127
H: -1.999 1.113 -0.152  0.420
H: -0.999 3.090 -0.660  0.155
H: 0.599 -0.725 1.802  0.338
N: -0.137 3.301 -0.178  -0.431
H: 1.915 0.117 0.990  0.352
H: -1.752 0.287 1.266  0.388
H: 1.661 2.164 0.253  0.314
H: 2.007 -1.679 -0.248  0.385
C: 0.877 -0.235 0.850  -0.903
C: 0.957 -1.273 -0.348  -0.567

Entry 3:
A structure of composition C34H42InNO4 at a distorted geometry. Source: the OMol25 dataset; level of theory: ωB97M-V with the def2-TZVPD basis set.

HOMO-LUMO gap = 5.6 eV
DFT total energy = -1866.47405 Eh
Highest occupied orbital energy = -6.977 eV
LUMO = -1.34 eV
ΔE to the lowest compared entry with this formula, charge and spin = 23.0 kJ/mol

Last column: Mulliken charge in e.
Geometry (Å):
O: -0.957 6.655 -1.801  -0.392
N: 1.200 -4.604 1.884  0.257
H: -0.587 -4.880 -2.355  0.409
H: -2.532 1.962 -2.164  0.295
C: -0.671 -3.536 4.814  -0.877
C: 0.111 3.038 -0.964  -0.516
H: 3.979 0.633 -0.446  0.458
C: -1.553 2.333 -2.499  -0.556
H: -1.325 1.888 -3.477  0.300
C: 0.214 -4.621 -0.386  1.356
C: -1.951 -5.274 3.676  1.129
H: 2.142 1.466 -2.247  0.706
C: 3.172 -1.412 -0.867  -0.479
H: 0.007 5.102 -1.525  0.237
H: 1.159 2.796 -0.732  0.324
C: 0.841 8.378 -1.652  -1.790
C: -0.202 0.772 2.044  -0.997
H: -1.361 -6.382 0.896  0.227
C: 2.136 -1.852 -1.704  -0.395
H: -1.138 9.742 -0.389  0.393
C: 1.181 -5.052 0.547  -0.685
H: 0.056 -7.120 1.681  0.346
H: 3.022 -6.123 0.834  0.425
C: 0.202 -5.183 -1.663  -0.504
H: 0.664 4.048 -2.792  0.230
C: 0.395 -3.770 3.954  -0.820
H: 1.413 -2.182 1.876  0.696
H: 0.966 9.473 -1.651  0.448
H: 0.806 -0.709 -3.126  0.688
C: -1.468 3.842 -2.541  -0.572
C: 1.962 -0.008 1.970  -1.161
C: 1.162 -6.127 -2.031  -0.658
H: 3.835 -2.049 -0.286  0.445
C: 2.222 -5.892 0.123  -0.461
H: -2.234 9.085 -2.815  0.313
C: 1.155 1.158 2.083  -0.402
H: 1.903 -2.885 -1.940  0.524
C: -1.622 6.967 -3.067  -0.478
C: 0.237 -4.668 2.879  0.331
H: -3.142 -7.095 3.722  0.357
H: -2.684 6.691 -3.031  0.292
H: 1.111 -6.604 -3.012  0.384
H: 1.325 7.969 -2.548  0.373
H: -0.596 -2.762 5.578  0.404
O: -1.385 -3.384 0.916  -0.572
C: 1.120 -1.133 1.881  -0.104
C: 2.263 0.460 -1.855  -0.578
H: 1.532 2.166 2.251  0.488
C: 3.248 0.010 -0.955  -0.743
C: -0.249 -0.668 1.885  -0.704
H: -2.382 8.452 -0.400  0.379
C: 2.198 -6.453 -1.146  -0.632
O: -0.519 -2.466 -0.964  -0.756
C: -0.645 -3.419 -0.069  0.025
C: -0.874 -5.544 2.821  1.263
H: -0.848 8.233 0.504  0.377
H: 2.111 -4.279 2.197  0.457
C: -0.644 8.070 -1.630  1.489
H: -3.683 -5.896 2.529  0.279
C: -1.304 8.655 -0.399  -1.653
C: -1.351 8.460 -2.955  -0.826
H: -1.623 4.254 -3.539  0.345
C: -0.072 4.126 -1.981  -0.089
H: -0.669 8.861 -3.705  0.301
In: -0.219 -0.384 -0.544  1.335
C: -3.255 -6.019 3.535  -1.672
H: -1.073 1.414 2.172  0.516
H: 1.331 7.985 -0.753  0.381
H: -1.114 -1.311 2.051  0.723
H: -1.572 -7.484 2.259  0.522
C: -0.933 -6.687 1.863  -1.564
H: -2.222 4.268 -1.868  0.149
C: -1.836 -4.292 4.661  -1.027
H: -3.982 -5.631 4.259  0.388
O: -0.542 1.892 -1.566  -0.335
C: 1.496 -0.693 -2.284  -0.909
H: 2.981 -7.158 -1.429  0.408
H: -0.396 3.270 -0.014  0.224
H: -1.123 6.486 -3.922  0.276
H: 3.050 -0.030 1.988  0.540
H: -2.699 -4.130 5.311  0.264
H: 1.328 -3.207 4.042  0.433

Entry 4:
The molecule C5H7PS4 at a distorted geometry. Source: the OMol25 dataset; level of theory: ωB97M-V with the def2-TZVPD basis set.

HOMO-LUMO gap (alpha / beta) = 6.8 / 5.8 eV
DFT total energy = -2128.67310 Eh
Highest occupied orbital energy (alpha / beta) = -8.884 / -8.063 eV
LUMO (alpha / beta) = -2.12 / -2.30 eV
ΔE to the lowest compared entry with this formula, charge and spin = 217.3 kJ/mol

Last column: Mulliken charge in e.
Geometry (Å):
C: -1.291 0.515 -1.929  -0.122
H: 4.140 -0.306 -0.728  0.250
S: -4.230 -0.737 -0.247  -0.041
S: 2.475 -1.745 -0.072  -0.091
C: -1.934 -1.031 1.371  -0.799
H: 2.876 0.776 0.133  0.296
H: 2.551 0.154 -1.633  0.288
S: -0.209 -0.593 1.577  -0.091
H: -0.700 0.537 -2.804  0.453
C: 2.961 -0.073 -0.615  -0.756
H: -2.250 -1.980 0.939  0.371
C: -2.657 -0.016 0.270  0.080
H: -2.997 0.774 0.947  0.336
H: -2.553 -0.701 2.272  0.337
C: -1.827 0.276 -0.837  -0.514
S: -0.436 -3.405 -0.388  -0.346
P: 0.379 -1.583 -0.243  0.349

Entry 5:
A structure of composition C35H48IN3O3PPtS2Si4. Source: the OMol25 dataset; level of theory: ωB97M-V with the def2-TZVPD basis set.

Net charge = -1
HOMO-LUMO gap (alpha / beta) = 4.7 / 6.6 eV
DFT total energy = -4465.40077 Eh
Highest occupied orbital energy (alpha / beta) = -2.451 / -5.145 eV
LUMO (alpha / beta) = 2.28 / 1.44 eV
2S+1 = 3
ΔE to the lowest compared entry with this formula, charge and spin = 0.0 kJ/mol
Expectation value of S² = 2.027

Last column: Mulliken charge in e.
Geometry (Å):
H: 0.057 -3.586 3.456  0.476
H: -4.390 3.117 -3.540  0.425
C: 4.886 1.518 -0.041  -0.926
C: -0.645 3.803 -2.941  -0.722
H: 0.111 -1.649 -3.972  0.175
H: 2.593 -2.718 1.633  0.436
H: -1.324 -5.828 1.926  0.337
H: 0.299 -2.001 2.697  -0.314
C: -2.657 4.046 0.999  -0.424
C: -1.143 4.213 3.316  -0.742
H: -1.481 -0.871 -3.808  0.213
C: 2.313 2.754 -0.384  0.123
H: 3.072 -5.614 -0.398  0.454
Si: -1.508 -2.009 -0.496  -0.089
O: -5.385 -0.743 -0.103  -0.725
C: 2.976 -2.533 0.628  -0.562
H: 1.438 -5.856 -1.037  0.341
H: -2.861 5.161 4.196  0.362
C: -2.580 3.929 -4.367  -0.586
H: -0.404 0.048 5.444  0.415
C: 3.452 3.497 0.125  0.628
O: -3.319 -1.985 -0.314  -0.498
H: -0.491 -5.523 0.392  0.104
H: -3.759 -3.252 1.941  0.270
H: -3.938 -2.728 -3.045  0.287
H: 0.407 3.988 -2.776  0.315
C: 2.609 1.441 -0.813  0.646
H: 0.411 3.271 2.183  0.387
N: 3.694 0.123 3.901  -0.494
H: -0.640 -5.075 -3.751  0.474
C: 4.690 2.841 0.324  -1.028
C: 2.115 5.541 0.159  -1.123
H: -2.802 -3.596 3.402  0.369
Si: -1.508 -3.044 -2.628  0.962
H: 5.849 1.041 0.105  0.414
H: -3.351 2.443 -1.432  0.286
H: -4.202 5.022 2.117  0.438
H: 1.673 -5.522 0.685  0.323
C: -1.407 3.222 -1.927  1.100
H: 2.079 -2.680 -3.100  0.217
H: 2.442 0.710 1.610  -0.618
C: 1.048 3.421 -0.432  0.147
C: 0.238 0.186 4.580  -0.719
O: -3.877 -0.280 -1.990  -0.579
S: -4.041 -0.642 -0.600  0.912
H: 2.972 -1.455 0.458  -0.288
C: -1.228 4.154 -4.152  -0.822
H: -3.644 -4.290 -2.277  0.287
H: -2.259 -5.502 0.456  0.345
C: -0.298 0.482 3.345  -0.643
H: 3.627 -2.488 -2.283  0.381
H: -2.875 -1.953 2.725  0.263
Si: 1.971 -3.431 -0.684  0.565
C: 1.793 0.538 2.466  0.322
C: -0.970 -1.827 -3.961  -1.052
C: 2.029 -5.282 -0.319  -1.315
C: -3.191 4.632 2.141  -0.628
N: 1.551 0.042 4.782  -0.689
I: 1.233 0.306 -1.893  0.052
H: 2.045 6.613 0.310  0.368
N: 0.498 0.650 2.283  1.064
H: 0.062 5.350 -0.354  0.555
C: 3.856 0.818 -0.641  -0.298
H: -0.619 4.602 -4.928  0.419
H: -3.260 4.004 0.102  0.278
H: 3.089 -4.099 -2.803  0.505
H: 3.980 -0.368 4.732  0.276
C: -2.760 2.975 -2.165  -0.235
C: 1.007 4.833 -0.233  -0.270
C: -1.350 -5.235 1.004  -1.052
C: -3.342 3.334 -3.372  -1.032
C: 3.319 4.874 0.394  -1.020
H: -0.727 -5.337 -2.001  0.233
H: -3.035 4.200 -5.313  0.375
H: 4.244 -0.057 3.077  0.246
H: -3.281 -4.072 -4.002  0.394
C: -0.457 -4.610 -2.774  -0.861
H: 4.015 -2.884 0.581  0.519
H: -1.252 -2.209 -4.948  0.403
H: -1.365 0.570 3.187  0.412
S: -2.982 0.635 0.632  -0.576
H: 1.097 -3.436 2.040  -0.280
H: -0.539 4.279 4.214  0.436
C: 0.177 -3.070 2.497  0.006
Pt: -0.869 0.270 -0.347  1.365
C: -0.609 3.636 2.175  -0.819
H: 4.190 5.415 0.747  0.353
H: 0.618 -4.415 -2.697  -0.061
P: -0.573 2.652 -0.400  0.711
C: 2.757 -3.144 -2.382  -1.255
C: -1.363 3.535 1.003  0.501
H: 5.504 3.416 0.752  0.353
C: -2.837 -3.016 2.475  -1.222
Si: -1.331 -3.392 1.415  0.758
C: -2.441 4.710 3.304  -0.717
H: 4.012 -0.192 -0.998  0.407
C: -3.264 -3.584 -3.021  -1.265
C: 2.331 0.221 3.726  0.359

Entry 6:
A structure of composition C25H51AsB2F4N5O4SSi4Ti at a distorted geometry. Source: the OMol25 dataset; level of theory: ωB97M-V with the def2-TZVPD basis set.

Net charge = +1
HOMO-LUMO gap (alpha / beta) = 6.4 / 6.4 eV
DFT total energy = -6648.79218 Eh
Highest occupied orbital energy (alpha / beta) = -10.177 / -10.176 eV
LUMO (alpha / beta) = -3.80 / -3.80 eV
ΔE to the lowest compared entry with this formula, charge and spin = 81.5 kJ/mol

Last column: Mulliken charge in e.
Geometry (Å):
F: -1.738 -4.456 -1.224  -0.334
C: -1.481 3.182 2.112  -0.049
C: 2.572 -2.936 -1.699  -0.264
H: 4.784 0.958 -1.411  0.496
C: 2.378 2.970 -0.498  -0.671
N: -0.671 2.245 0.017  1.396
C: 0.569 -2.458 -4.681  -1.402
H: 0.357 4.240 4.600  0.328
H: 0.037 -5.362 0.120  0.437
H: 0.601 -3.681 2.605  0.434
H: 3.273 -3.047 0.954  0.108
F: -1.467 2.843 -4.519  -0.288
H: -2.371 5.126 1.938  0.404
C: -1.588 4.457 0.064  -1.786
H: -0.084 -5.720 -2.929  0.337
C: 0.944 -5.372 -2.827  -1.294
H: -3.456 1.280 3.837  0.299
F: -1.720 0.570 -4.203  -0.329
H: 2.505 -2.108 -0.991  -0.769
H: 3.254 3.553 -0.800  0.533
F: -2.656 -2.700 -2.413  -0.247
N: -0.044 -1.459 -2.414  1.699
H: -1.828 5.359 -0.480  0.523
O: -1.845 -2.374 -0.205  -0.749
H: -3.016 1.642 5.503  0.392
H: 1.985 -0.078 -5.790  0.564
H: -3.841 4.469 3.892  0.335
H: -5.255 -0.902 0.326  0.524
N: -2.526 1.024 -1.777  1.601
H: 0.512 0.902 -5.804  0.320
C: 3.924 0.376 -1.068  -0.762
C: 0.682 -4.484 0.092  -0.721
C: -0.849 2.189 1.344  -0.255
H: 1.754 2.817 -1.379  -0.099
H: 0.687 -2.046 -5.681  0.606
H: -3.119 4.485 5.497  0.347
H: 1.480 -0.183 4.463  0.277
O: -0.310 -2.833 -2.082  0.159
H: -4.575 -2.283 -0.556  0.274
H: -0.386 -2.253 2.935  0.312
H: 4.273 -1.733 1.587  0.232
H: 1.343 -5.160 -3.817  0.352
H: -0.772 3.472 -1.640  0.601
C: -0.999 3.403 -0.591  -0.686
O: -2.608 2.069 -2.617  -0.912
Si: 1.964 -1.572 2.479  0.797
C: -3.529 0.662 -1.080  0.405
Si: -1.762 3.105 3.998  0.228
H: 2.896 0.471 3.636  0.166
H: 1.614 -4.719 0.608  0.662
C: 0.901 -0.068 -3.938  -0.825
H: 4.518 0.829 2.132  0.302
C: -2.892 4.529 4.429  -1.171
H: 4.875 2.378 1.372  0.420
H: -5.218 1.450 -0.053  0.463
C: -4.853 1.333 -1.074  -2.049
S: -0.185 0.820 2.229  -0.167
C: 3.480 -2.441 1.836  -0.883
O: -0.242 1.765 -2.763  -0.885
H: -4.024 -1.955 1.076  0.290
H: -5.580 0.731 -1.623  0.371
C: 0.538 -1.338 -3.696  0.819
H: 3.032 -1.009 4.587  0.454
C: -4.353 -1.481 0.152  -1.460
H: 3.291 0.170 -1.934  0.014
C: -0.114 3.289 4.857  -0.901
H: 0.570 2.487 4.578  0.144
H: 1.823 3.559 0.233  0.209
H: -1.946 0.654 4.510  0.240
H: 1.948 1.476 -4.958  0.346
B: -1.545 1.819 -3.648  1.191
H: 4.303 -0.570 -0.677  0.254
H: -0.240 3.261 5.942  0.394
H: 3.515 2.250 2.482  0.318
H: 2.826 -2.522 -2.671  0.421
H: 1.526 -6.193 -2.399  0.423
Si: 1.019 -3.951 -1.646  0.677
H: -2.448 5.507 4.236  0.349
H: 0.750 -2.842 4.146  0.516
B: -1.752 -3.116 -1.477  0.246
C: -3.260 -0.643 -0.403  0.269
H: 3.862 -3.103 2.617  0.497
As: 1.159 -0.121 0.701  0.562
C: -2.615 1.514 4.494  -0.969
Si: 2.998 1.368 0.214  0.605
C: 2.382 -0.447 3.909  -1.136
C: 4.064 1.722 1.702  -1.291
H: 0.174 -3.681 0.626  -0.389
C: -1.871 4.320 1.416  -0.123
H: -0.371 -3.010 -4.651  0.229
Ti: -0.545 0.217 -1.449  -1.522
H: 1.384 -3.162 -4.516  -0.006
N: -2.050 -1.049 -0.512  0.532
C: 1.363 0.588 -5.195  -1.891
H: -4.777 2.306 -1.551  0.429
H: 3.399 -3.578 -1.382  0.727
C: 0.600 -2.700 3.072  -1.306
N: 0.687 0.688 -2.768  0.737